Entry from the Open Molecules 2025 dataset: 3 unconnected molecules or ions with the total composition C28H52BN2O7S2 at a distorted geometry (ωB97M-V with the def2-TZVPD basis set).

Values from the calculation:
E_LUMO (eV): 1.69
Net charge: -1
Calculated total energy (hartree): -2555.297936
HOMO-LUMO gap (eV): 6.7
HOMO (eV): -5.00

The geometry in XYZ format:
```
92
Properties=species:S:1:pos:R:3:forces:R:3:mulliken_charge:R:1
C 8.574759 -2.842157 -0.808979 -0.920 -0.512 0.008 -0.773
C 8.932037 -4.320973 -1.394576 0.893 1.427 1.336 -0.245
O 8.614979 -4.476462 -2.797293 -1.591 -1.404 0.716 -0.369
C 7.317314 -5.102673 -2.956815 -1.238 -2.121 -0.330 0.291
O 7.181682 -6.245698 -3.434105 1.221 4.057 1.376 -0.564
C 6.061571 -4.263257 -2.433232 0.126 -0.833 -0.734 0.172
C 4.694309 -4.570918 -3.263780 0.596 0.522 0.750 -0.345
C 3.496041 -3.906596 -2.419603 0.365 -0.951 0.790 -0.800
B 2.459630 -2.976303 -3.289591 -0.159 0.059 0.144 0.579
C 1.354401 -2.211386 -2.342615 -0.590 -0.149 0.686 -0.241
C 0.525453 -3.183652 -1.364189 -0.649 0.930 0.365 -0.502
C -0.629701 -2.357701 -0.560876 0.209 0.155 -0.526 -0.703
C -0.001437 -1.180717 0.322584 0.117 -0.018 -1.374 -0.475
N -1.044618 -0.293771 0.971963 1.192 -0.635 0.212 0.304
C -0.520449 0.703995 1.876237 -6.647 1.214 0.173 -0.539
C -1.807695 1.462254 2.334720 0.399 -3.104 -2.611 -0.208
C -3.008199 0.775076 1.591583 3.454 -1.489 -0.771 -0.204
C -2.451879 -0.385656 0.706184 0.787 4.785 4.105 -0.361
C 3.170666 -1.857748 -4.266804 0.278 0.777 -0.600 -0.558
C 4.532996 -1.220199 -3.704498 0.135 -0.703 -0.861 -0.090
N 4.663130 0.269329 -3.866317 -0.121 0.809 0.069 0.235
C 4.351674 0.733289 -5.242094 -1.026 1.358 -0.917 -0.312
C 5.084025 2.138298 -5.609145 -0.029 -0.100 0.103 -1.070
C 3.934116 1.017922 -2.831656 -2.661 0.232 0.415 0.411
C 4.835373 1.571510 -1.608961 0.252 -0.997 -0.213 -1.020
O 2.682397 1.190390 -2.867210 4.590 -0.161 0.157 -0.545
H 9.480891 -2.390164 -0.282502 -1.283 -0.519 -0.817 0.325
H 7.711377 -2.950558 -0.048228 1.419 0.298 -1.117 0.220
H 8.168309 -2.154932 -1.640799 0.954 -1.059 1.257 0.186
H 8.446889 -5.096371 -0.714694 0.512 0.787 -1.187 0.271
H 10.072502 -4.421164 -1.267152 -1.754 -0.140 -0.557 0.318
H 6.330281 -3.159907 -2.519697 -0.500 -1.465 0.404 -0.295
H 5.850758 -4.584678 -1.343580 0.571 0.664 -1.596 0.299
H 4.802090 -4.096783 -4.296423 -0.211 -0.570 1.314 0.194
H 4.554334 -5.691254 -3.417476 0.318 1.487 0.319 0.374
H 2.870666 -4.761406 -1.950129 1.050 1.159 -0.592 0.174
H 3.943815 -3.344291 -1.505895 -0.517 -0.727 -1.268 0.229
H 1.849401 -3.733056 -4.010880 -0.328 -0.421 -0.407 -0.410
H 0.573059 -1.714770 -3.037004 1.154 -0.411 1.156 0.041
H 1.936229 -1.398174 -1.755753 -1.172 -1.022 -0.639 -0.129
H -0.023344 -3.985223 -1.969494 0.857 1.053 0.659 0.224
H 1.174463 -3.735595 -0.600369 -0.692 0.815 -1.019 0.211
H -1.305650 -1.857434 -1.354763 1.053 -0.779 1.154 0.316
H -1.305018 -3.072636 0.039539 1.088 1.126 -0.586 0.351
H 0.584726 -0.472844 -0.377422 -0.866 -1.353 0.991 0.260
H 0.753673 -1.583793 1.076916 -1.265 0.505 -0.718 0.234
H 0.548535 0.914901 2.193078 -1.649 -0.825 -0.923 0.301
H -1.891639 2.346646 3.061447 0.299 -1.700 -1.405 0.176
H -4.110345 1.041484 1.624874 1.725 -0.243 0.092 0.308
H -3.016992 -1.105799 0.029559 1.480 1.140 1.139 0.270
H 2.380352 -1.033939 -4.459097 1.355 -1.068 0.327 0.069
H 3.376827 -2.325159 -5.296007 -0.054 0.760 1.293 0.164
H 5.390624 -1.677796 -4.333317 -1.068 0.747 1.134 0.168
H 4.763055 -1.456087 -2.612908 -0.556 0.242 -1.299 -0.117
H 3.224133 0.959633 -5.352685 1.574 -0.540 0.167 0.230
H 4.586264 -0.067612 -6.030390 -0.095 1.096 1.434 0.343
H 6.220718 2.004560 -5.745853 -1.750 0.226 0.277 0.270
H 4.893541 2.932762 -4.792302 0.347 -1.365 -1.110 0.248
H 4.640024 2.596013 -6.572486 0.705 -0.925 1.392 0.345
H 4.220231 2.121543 -0.824566 0.696 -0.606 -1.326 0.326
H 5.732749 2.186612 -1.992439 -1.612 -0.857 0.455 0.288
H 5.310964 0.661263 -1.075803 -0.763 1.271 -0.944 0.199
C -5.961668 4.063757 6.283442 -0.117 -0.029 -0.082 -0.059
C -5.674255 2.565449 6.398033 -0.118 -0.080 0.276 -0.781
C -4.843606 2.162291 5.178860 -0.261 -0.467 0.204 -0.393
S -3.936137 3.623825 4.687325 0.290 -0.109 0.370 1.146
O -4.407166 4.042694 3.385992 0.272 -0.012 0.053 -0.629
O -2.532642 3.432324 4.974682 -0.246 0.253 -0.348 -0.705
C -4.632425 4.712397 5.917337 -0.281 0.310 0.327 -0.931
H -6.364387 4.471351 7.212810 0.001 -0.001 -0.113 0.425
H -6.696310 4.239770 5.490200 0.109 0.045 0.208 -0.194
H -5.103411 2.373148 7.312705 0.010 0.048 -0.086 0.389
H -6.594542 1.981586 6.457422 0.099 0.094 -0.071 0.335
H -4.140417 1.363530 5.416317 0.052 0.132 -0.259 0.456
H -5.479018 1.861973 4.343988 0.127 0.036 0.020 0.169
H -4.742290 5.716102 5.507244 0.152 -0.100 -0.097 0.456
H -3.952871 4.727533 6.772286 0.032 -0.024 -0.137 0.325
C -7.841452 2.473079 1.639545 0.003 -0.144 -0.041 -0.719
C -9.346496 2.599963 1.394862 -0.009 0.009 -0.237 -0.758
C -10.026543 2.703580 2.761221 -0.477 -0.256 -0.318 -0.675
S -8.823508 3.438491 3.864063 0.096 0.316 -0.506 1.167
O -8.464128 2.462738 4.869552 -0.173 0.221 0.122 -0.624
O -9.246166 4.778648 4.205939 0.064 -0.342 0.403 -0.724
C -7.499337 3.538468 2.672652 0.217 -0.146 -0.248 0.438
H -7.268541 2.607945 0.720211 -0.005 -0.018 0.123 0.433
H -7.614245 1.478450 2.037270 0.037 0.077 -0.035 0.296
H -9.545702 3.506707 0.814602 0.028 -0.070 0.059 0.316
H -9.736009 1.753971 0.824219 0.003 0.090 0.061 0.359
H -10.914459 3.335364 2.722350 0.103 -0.040 0.219 0.343
H -10.287555 1.719347 3.154006 0.078 0.121 0.086 0.362
H -6.542933 3.368413 3.163758 -0.101 0.196 -0.011 -0.667
H -7.522853 4.536917 2.230871 0.009 -0.042 0.135 0.393
```
Forces are in eV/Å.